Molecular formula: C4H16BrN8O4
Method: DFT, wB97M-V/def2-TZVPD

Calculated values
energy above the lowest of the compared OMol25 structures with the same formula, charge and spin	23.2	kcal/mol
charge	-1
highest occupied orbital energy	-6.6	eV
M	320.13	Da

Element x y z (Å)
Br  -13.73263  -0.05574  1.43793
O  -19.03501  0.25324  3.53013
O  -15.52288  -4.71730  3.03843
O  -11.37688  -2.57674  -2.44524
O  -12.81378  5.28221  2.01552
N  -11.13230  -2.55235  -0.21134
N  -18.44682  -0.77977  1.54364
N  -15.27446  -2.46444  3.29513
N  -14.99477  -3.50547  1.25269
N  -14.32135  3.90371  0.93473
N  -12.38383  -0.88703  -1.21927
N  -16.84926  0.31434  2.77604
N  -13.15877  3.27843  2.93006
C  -11.62143  -2.01139  -1.42021
C  -13.35751  4.19509  1.97828
C  -15.27072  -3.64808  2.52914
C  -18.15235  -0.06586  2.75010
H  -12.95760  -0.65105  -2.00836
H  -11.49157  -2.20635  0.70747
H  -12.72337  -0.67342  -0.31164
H  -14.69573  -1.65813  3.02795
H  -14.40299  -2.67732  1.06738
H  -19.40171  -1.01757  1.58157
H  -16.59567  1.04576  3.42599
H  -13.36246  2.29616  2.85596
H  -16.27237  0.46192  1.95927
H  -15.35827  -2.63090  4.28007
H  -10.91553  -3.54517  -0.10645
H  -14.81781  -4.37314  0.72240
H  -17.78297  -1.53183  1.38404
H  -14.35835  4.53383  0.19073
H  -14.17127  3.02030  0.59566
H  -12.27612  3.49492  3.42733

Löwdin population analysis, charges in e, atoms 1 to 2: 0.036, 0.013